Record 1
Here is C31H36N5O10SiW as an isolated structure from the OMol25 dataset. Energies are from the ωB97M-V functional and the def2-TZVPD basis.

Values from the calculation:
* energy relative to the best compared isomer or geometry (same formula, charge and spin): 66.90 kcal/mol
* spin multiplicity: 3
* <S²>: 2.03
* charge: -1
* HOMO (spin up / spin down): -3.412 / -3.991 eV

Geometry as XYZ:
```
84
C31H36N5O10SiW (the ωB97M-V functional and the def2-TZVPD basis)
W 0.07 -0.37 -0.52
C 1.16 -2.35 -2.81
N 0.36 -2.67 -1.60
C -0.83 -3.46 -2.03
C -2.17 -2.76 -1.94
C -2.30 -1.42 -2.64
N -1.14 -0.51 -2.50
C -1.07 0.37 -3.43
C -0.08 1.39 -3.63
C -0.26 2.31 -4.67
C 0.69 3.26 -4.95
C 1.87 3.27 -4.19
C 2.08 2.37 -3.18
C 1.10 1.41 -2.86
O 1.33 0.54 -1.91
C 1.26 -3.56 -0.81
C 0.87 -3.84 0.65
C -0.31 -3.10 1.24
N -0.22 -1.65 1.30
C -0.71 -1.07 2.33
C -1.22 0.33 2.34
C -0.92 1.11 3.65
C -1.34 3.19 3.06
C -2.07 3.69 1.86
C -1.91 3.15 0.60
C -1.08 2.06 0.38
O -0.80 1.48 -0.78
H 1.54 -3.27 -3.26
H 1.99 -1.70 -2.53
H 0.55 -1.83 -3.54
H -0.88 -4.36 -1.40
H -0.65 -3.82 -3.05
H -2.47 -2.64 -0.90
H -2.91 -3.44 -2.39
H -3.18 -0.92 -2.23
H -2.45 -1.58 -3.71
H -1.85 0.35 -4.20
H -1.18 2.27 -5.25
H 0.54 3.98 -5.74
H 2.63 4.01 -4.41
H 2.99 2.38 -2.59
H 2.24 -3.09 -0.83
H 1.34 -4.50 -1.37
H 1.75 -3.67 1.27
H 0.63 -4.90 0.75
H -0.47 -3.48 2.26
H -1.21 -3.33 0.68
H -0.96 -1.66 3.21
H -0.43 0.55 4.44
H -0.99 4.03 3.67
H -2.75 4.52 2.01
H -2.43 3.57 -0.25
O -4.07 -0.81 0.29
C -2.95 -0.49 0.69
O -1.90 -0.68 -0.12
C -2.66 0.12 1.98
C -3.66 0.73 2.71
C -3.41 1.64 3.72
C -2.03 2.11 4.01
C -0.21 2.18 2.81
C -0.39 1.37 1.51
O 0.73 0.78 0.97
N 1.17 2.62 3.04
O 1.87 1.98 3.80
O 1.52 3.64 2.46
N -4.47 2.29 4.35
O -4.21 3.27 5.08
O -5.64 1.91 4.17
H -4.69 0.54 2.43
H -1.95 2.44 5.04
C 4.55 -1.30 -0.81
Si 3.31 -0.54 0.39
C 3.60 1.30 0.43
C 3.59 -1.24 2.10
O 1.84 -1.06 -0.13
H 5.58 -1.08 -0.51
H 4.40 -0.89 -1.81
H 4.45 -2.39 -0.87
H 4.67 1.52 0.30
H 3.27 1.74 1.37
H 3.05 1.80 -0.37
H 4.57 -0.98 2.50
H 3.50 -2.33 2.11
H 2.84 -0.83 2.78
```

Mulliken atomic charge list, values in e, 5 entries: 1.94 -1.29 0.69 -1.28 -0.30

Record 2
Here is C31H37AsGaN4O2S2 as an isolated structure from the OMol25 dataset. Energies are from the ωB97M-V functional and the def2-TZVPD basis.

Values from the calculation:
* energy relative to the best compared isomer or geometry (same formula, charge and spin): 42.22 kcal/mol
* spin multiplicity: 1
* charge: +3
* HOMO: -16.924 eV

Geometry as XYZ:
```
78
C31H37AsGaN4O2S2 (the ωB97M-V functional and the def2-TZVPD basis)
Ga 0.16 -0.24 -0.28
C -0.08 3.43 1.55
C 0.73 3.39 0.30
C 1.06 4.60 -0.33
C 1.86 4.59 -1.45
C 2.37 3.37 -1.89
C 2.02 2.23 -1.20
N 1.17 2.22 -0.17
C 2.64 0.92 -1.51
C 3.90 0.83 -2.09
C 4.49 -0.41 -2.25
C 3.80 -1.54 -1.85
C 2.53 -1.41 -1.31
N 1.98 -0.19 -1.14
C 1.73 -2.56 -0.85
C 2.11 -3.87 -1.08
C 1.31 -4.89 -0.60
C 0.14 -4.58 0.06
C -0.21 -3.25 0.24
C -1.46 -2.89 0.97
N 0.58 -2.26 -0.21
H 0.46 3.99 2.32
H -0.28 2.43 1.93
H -1.03 3.95 1.40
H 0.69 5.53 0.08
H 2.11 5.50 -1.97
H 3.02 3.33 -2.76
H 4.44 1.73 -2.36
H 5.48 -0.50 -2.68
H 4.25 -2.52 -1.95
H 3.02 -4.10 -1.61
H 1.60 -5.93 -0.75
H -0.50 -5.35 0.45
H -1.23 -2.75 2.03
H -2.21 -3.67 0.88
H -1.89 -1.96 0.57
O 1.20 -1.87 2.39
S 1.07 -0.40 2.22
C 0.46 0.28 3.81
C 1.61 1.07 4.43
C 2.90 0.45 3.91
C 2.71 0.34 2.40
H 0.25 -0.65 4.36
H -0.46 0.84 3.68
H 1.54 1.05 5.52
H 1.55 2.11 4.12
H 3.06 -0.54 4.34
H 3.78 1.05 4.16
H 3.40 -0.34 1.90
H 2.71 1.31 1.91
S -3.13 2.79 -0.57
C -1.73 1.87 -0.78
N -1.51 0.91 0.08
C -2.55 0.85 1.03
C -2.67 -0.02 2.12
C -3.76 0.10 2.94
C -4.75 1.07 2.71
C -4.64 1.94 1.65
C -3.53 1.82 0.81
H -1.05 2.07 -1.60
H -1.92 -0.77 2.32
H -3.87 -0.56 3.79
H -5.60 1.14 3.37
H -5.40 2.70 1.46
C -0.93 -1.38 -4.79
As -1.82 -1.10 -3.13
C -2.66 -2.74 -2.60
C -3.20 0.20 -3.36
O -0.66 -0.63 -1.99
H -1.68 -1.64 -5.54
H -0.22 -2.20 -4.69
H -0.42 -0.47 -5.09
H -3.37 -3.01 -3.38
H -3.20 -2.60 -1.66
H -1.92 -3.53 -2.50
H -3.82 -0.12 -4.19
H -2.77 1.17 -3.59
H -3.81 0.26 -2.45
```

Mulliken atomic charge list, values in e, 5 entries: -0.10 -1.32 0.83 -1.05 -0.94

Record 3
Here is C31H37AsGaN4O2S2 as an isolated structure from the OMol25 dataset. Energies are from the ωB97M-V functional and the def2-TZVPD basis.

Values from the calculation:
* energy relative to the best compared isomer or geometry (same formula, charge and spin): 19.53 kcal/mol
* spin multiplicity: 1
* charge: +3
* HOMO: -16.354 eV

Geometry as XYZ:
```
78
C31H37AsGaN4O2S2 (the ωB97M-V functional and the def2-TZVPD basis)
Ga 0.35 0.33 0.31
C -1.54 0.97 3.11
C -0.08 1.25 3.30
C 0.36 1.82 4.49
C 1.71 1.99 4.70
C 2.61 1.55 3.74
C 2.11 1.00 2.58
N 0.78 0.89 2.34
C 2.97 0.45 1.51
C 4.33 0.22 1.61
C 4.99 -0.35 0.53
C 4.29 -0.68 -0.62
C 2.93 -0.42 -0.67
N 2.32 0.12 0.39
C 2.06 -0.62 -1.85
C 2.51 -1.22 -3.00
C 1.66 -1.28 -4.11
C 0.42 -0.69 -4.02
C 0.01 -0.08 -2.83
C -1.29 0.64 -2.83
N 0.80 -0.10 -1.74
H -2.13 1.88 3.16
H -1.89 0.32 3.92
H -1.74 0.45 2.17
H -0.36 2.11 5.24
H 2.07 2.44 5.62
H 3.67 1.65 3.90
H 4.88 0.47 2.51
H 6.05 -0.54 0.59
H 4.81 -1.11 -1.47
H 3.51 -1.63 -3.06
H 1.98 -1.76 -5.02
H -0.25 -0.68 -4.87
H -1.23 1.48 -3.52
H -1.57 1.02 -1.85
H -2.08 -0.02 -3.18
O -2.75 -1.66 -1.24
S -3.23 -0.55 -0.34
C -4.63 0.30 -1.13
C -5.78 0.33 -0.12
C -5.75 -1.04 0.55
C -4.30 -1.26 0.96
H -4.88 -0.32 -2.00
H -4.31 1.28 -1.48
H -6.72 0.52 -0.63
H -5.64 1.12 0.61
H -6.05 -1.81 -0.16
H -6.42 -1.10 1.41
H -4.02 -2.30 1.07
H -4.06 -0.73 1.89
S -1.98 4.14 -0.19
C -1.60 2.57 0.27
N -0.39 2.14 -0.03
C 0.34 3.14 -0.70
C 1.65 3.07 -1.17
C 2.18 4.18 -1.81
C 1.43 5.35 -1.98
C 0.14 5.44 -1.52
C -0.40 4.32 -0.88
H -2.33 1.94 0.75
H 2.26 2.18 -1.05
H 3.20 4.14 -2.18
H 1.88 6.20 -2.48
H -0.44 6.34 -1.64
C -1.48 -3.88 1.53
As -0.13 -2.91 0.61
C 1.55 -3.24 1.45
C -0.15 -3.40 -1.22
O -0.48 -1.24 0.76
H -1.23 -4.94 1.47
H -2.43 -3.71 1.04
H -1.52 -3.58 2.58
H 1.73 -4.32 1.46
H 1.51 -2.88 2.48
H 2.36 -2.75 0.91
H -0.11 -4.49 -1.30
H 0.70 -2.97 -1.74
H -1.09 -3.02 -1.62
```

Mulliken atomic charge list, values in e, 5 entries: -3.35 -0.92 1.07 -0.96 -0.82

Record 4
Here is C31H37AuN4O6Se2 as an isolated structure in a non-equilibrium geometry from the OMol25 dataset. Energies are from the ωB97M-V functional and the def2-TZVPD basis.

Values from the calculation:
* energy relative to the best compared isomer or geometry (same formula, charge and spin): 6.83 kcal/mol
* spin multiplicity: 3
* <S²>: 2.01
* charge: +2
* HOMO (spin up / spin down): -13.912 / -14.132 eV

Geometry as XYZ:
```
81
C31H37AuN4O6Se2 (the ωB97M-V functional and the def2-TZVPD basis)
Au -0.03 -0.57 0.30
C 2.73 -0.49 3.60
Se 2.01 0.38 2.02
C 3.67 0.68 1.04
C 4.55 -0.53 0.76
Se 3.92 -1.73 -0.63
C 2.95 -3.00 0.44
H 3.46 0.18 4.05
H 3.17 -1.45 3.37
H 1.90 -0.63 4.29
H 4.24 1.37 1.65
H 3.38 1.19 0.12
H 4.71 -1.15 1.65
H 5.52 -0.19 0.39
H 3.67 -3.54 1.06
H 2.45 -3.68 -0.23
H 2.24 -2.46 1.06
C -1.52 -3.58 1.61
C -1.20 -2.81 2.86
C -0.86 -3.45 4.04
C -0.60 -2.73 5.20
C -0.69 -1.35 5.20
C -1.03 -0.65 4.04
C -1.16 0.85 4.04
C -1.28 -1.41 2.89
N -1.57 -0.72 1.67
C -2.71 -0.24 1.37
C -3.91 -0.37 2.24
C -2.82 0.48 0.05
C -4.05 1.29 -0.22
N -1.82 0.37 -0.73
C -1.79 0.93 -2.05
C -0.94 2.03 -2.27
C -0.16 2.66 -1.16
C -0.88 2.54 -3.56
C -1.63 1.97 -4.59
C -2.44 0.87 -4.33
C -2.54 0.33 -3.06
C -3.43 -0.86 -2.80
H -1.18 -4.61 1.70
H -1.07 -3.16 0.71
H -2.60 -3.62 1.43
H -0.81 -4.53 4.05
H -0.34 -3.25 6.11
H -0.50 -0.79 6.11
H -0.79 1.26 4.98
H -2.20 1.16 3.93
H -0.60 1.31 3.22
H -3.68 -0.90 3.16
H -4.69 -0.91 1.70
H -4.32 0.62 2.48
H -4.94 0.66 -0.16
H -4.01 1.77 -1.19
H -4.15 2.05 0.55
H 0.57 1.98 -0.72
H -0.82 3.00 -0.35
H 0.39 3.53 -1.52
H -0.25 3.39 -3.76
H -1.57 2.38 -5.59
H -3.03 0.44 -5.14
H -3.91 -1.19 -3.73
H -4.23 -0.65 -2.09
H -2.87 -1.71 -2.40
O 2.53 0.42 -2.64
C 1.69 -0.36 -2.26
O 1.60 -0.70 -0.96
C 0.75 -1.05 -3.19
C 0.04 -2.17 -2.78
C -0.76 -2.82 -3.69
C -0.90 -2.41 -5.00
C -0.18 -1.28 -5.37
C 0.65 -0.60 -4.50
N -0.37 -0.75 -6.74
O 0.16 0.31 -6.98
O -1.16 -1.32 -7.44
N -1.55 -3.98 -3.21
O -2.26 -4.54 -4.00
O -1.48 -4.23 -2.02
H 0.12 -2.56 -1.78
H -1.55 -2.92 -5.70
H 1.20 0.27 -4.84
```

Mulliken atomic charge list, values in e, 5 entries: 1.35 -0.85 0.15 -0.71 -0.81

Record 5
Here is C31H37CrN4O4 as an isolated structure in a non-equilibrium geometry from the OMol25 dataset. Energies are from the ωB97M-V functional and the def2-TZVPD basis.

Values from the calculation:
* energy relative to the best compared isomer or geometry (same formula, charge and spin): 2.35 kcal/mol
* spin multiplicity: 5
* <S²>: 6.02
* charge: -1
* HOMO (spin up / spin down): -5.325 / -5.853 eV

Geometry as XYZ:
```
77
C31H37CrN4O4 (the ωB97M-V functional and the def2-TZVPD basis)
Cr 0.05 -0.54 0.16
C -4.21 -1.60 -2.20
C -4.14 -0.68 -0.98
C -5.39 0.21 -0.88
C -3.93 -1.48 0.30
C -4.83 -2.48 0.64
C -4.65 -3.24 1.79
C -3.56 -2.99 2.60
C -2.64 -1.99 2.30
C -1.47 -1.71 3.21
C -1.85 -0.66 4.26
C -0.88 -2.95 3.86
C -2.85 -1.23 1.14
N -1.89 -0.22 0.81
C -2.23 1.06 1.09
O -3.28 1.52 1.53
C -1.06 2.03 0.80
C -1.09 3.39 1.02
C 0.07 4.11 0.76
C 1.22 3.47 0.33
C 1.17 2.10 0.15
N 0.05 1.44 0.38
C 2.38 1.20 -0.19
O 3.47 1.74 -0.33
N 2.04 -0.10 -0.24
C 3.10 -1.06 -0.27
C 3.50 -1.64 -1.48
C 4.47 -2.64 -1.45
C 5.04 -3.07 -0.26
C 4.65 -2.47 0.93
C 3.69 -1.46 0.94
C 3.33 -0.80 2.26
C 3.06 -1.83 3.36
C 4.41 0.19 2.69
C 2.97 -1.25 -2.85
C 1.61 -1.88 -3.15
C 2.93 0.26 -3.13
H -4.24 -1.01 -3.12
H -5.11 -2.22 -2.17
H -3.34 -2.26 -2.24
H -3.28 -0.03 -1.10
H -6.28 -0.41 -0.74
H -5.52 0.79 -1.79
H -5.30 0.89 -0.03
H -5.68 -2.68 -0.01
H -5.36 -4.02 2.04
H -3.41 -3.59 3.49
H -0.68 -1.27 2.59
H -2.61 -1.06 4.94
H -2.27 0.24 3.79
H -0.98 -0.37 4.86
H -1.59 -3.43 4.55
H 0.01 -2.69 4.44
H -0.59 -3.68 3.10
H -2.00 3.84 1.39
H 0.08 5.18 0.92
H 2.15 3.98 0.14
H 4.78 -3.09 -2.39
H 5.78 -3.86 -0.26
H 5.09 -2.79 1.86
H 2.41 -0.24 2.11
H 3.98 -2.33 3.68
H 2.36 -2.60 3.02
H 2.64 -1.34 4.24
H 5.36 -0.34 2.84
H 4.14 0.67 3.64
H 4.56 0.96 1.94
H 3.68 -1.67 -3.56
H 0.83 -1.46 -2.53
H 1.61 -2.96 -2.97
H 1.34 -1.71 -4.20
H 2.00 0.70 -2.77
H 2.98 0.43 -4.20
H 3.75 0.79 -2.64
O -0.23 -4.54 0.53
N -0.36 -3.67 -0.29
O 0.02 -2.46 0.11
```

Mulliken atomic charge list, values in e, 5 entries: -0.28 -1.57 0.97 -1.57 0.76

Record 6
Here is C31H37F18N3O12S as an isolated structure in a non-equilibrium geometry from the OMol25 dataset. Energies are from the ωB97M-V functional and the def2-TZVPD basis.

Values from the calculation:
* spin multiplicity: 1
* HOMO: -9.085 eV

Geometry as XYZ:
```
102
C31H37F18N3O12S (the ωB97M-V functional and the def2-TZVPD basis)
N 1.97 0.24 -0.15
C 1.27 0.37 -1.47
C -0.22 0.76 -1.11
C -0.72 2.06 -1.30
C -2.10 2.33 -0.92
C -2.89 1.35 -0.40
C -2.38 0.04 -0.19
N -3.07 -0.98 0.37
S -2.03 -2.21 0.34
N -0.66 -1.62 -0.35
C -1.02 -0.32 -0.57
H 1.52 0.94 0.44
H 2.92 0.58 -0.25
H 1.71 1.15 -2.10
H 1.24 -0.59 -2.00
H -0.09 2.86 -1.70
H -2.48 3.34 -1.08
H -3.92 1.60 -0.14
C -2.79 -1.78 4.47
C -2.12 -3.09 4.10
O -1.33 -3.58 5.20
C -1.98 -4.23 6.15
O -3.16 -4.43 6.16
C -1.00 -4.73 7.22
F -0.11 -3.79 7.56
F -0.31 -5.79 6.77
F -1.63 -5.11 8.33
H -2.05 -1.05 4.80
H -3.33 -1.37 3.61
H -3.50 -1.92 5.29
H -1.44 -2.93 3.27
H -2.85 -3.84 3.79
C 1.89 7.99 -3.11
C 3.22 7.39 -2.71
O 3.05 6.37 -1.71
C 2.69 5.17 -2.16
O 2.50 4.88 -3.30
C 2.59 4.19 -0.99
F 1.94 4.71 0.06
F 3.80 3.82 -0.55
F 1.94 3.07 -1.32
H 1.36 8.36 -2.24
H 2.04 8.81 -3.81
H 1.25 7.25 -3.59
H 3.85 8.16 -2.26
H 3.76 6.99 -3.57
C -0.83 -4.03 -2.67
C -2.21 -4.18 -3.26
O -2.17 -4.90 -4.51
C -2.11 -6.23 -4.42
O -2.09 -6.85 -3.40
C -2.11 -6.85 -5.82
F -1.27 -6.22 -6.65
F -3.33 -6.80 -6.37
F -1.74 -8.13 -5.79
H -0.16 -3.57 -3.38
H -0.87 -3.41 -1.77
H -0.40 -5.00 -2.41
H -2.63 -3.20 -3.49
H -2.90 -4.67 -2.57
C 6.83 2.30 0.43
C 7.08 3.77 0.65
O 8.47 4.09 0.50
C 8.90 4.25 -0.75
O 8.22 4.15 -1.73
C 10.38 4.62 -0.75
F 11.10 3.86 0.09
F 10.56 5.90 -0.37
F 10.93 4.49 -1.96
H 7.47 1.70 1.09
H 5.79 2.04 0.62
H 7.07 2.01 -0.59
H 6.81 4.04 1.68
H 6.47 4.39 -0.01
C 2.62 1.36 -6.95
C 1.43 0.65 -7.55
O 0.89 -0.31 -6.62
C 0.08 0.17 -5.69
O -0.23 1.32 -5.56
C -0.46 -0.96 -4.81
F 0.51 -1.81 -4.46
F -1.39 -1.68 -5.46
F -1.02 -0.50 -3.69
H 3.37 0.64 -6.61
H 3.08 2.03 -7.68
H 2.33 1.95 -6.08
H 1.74 0.08 -8.42
H 0.66 1.35 -7.87
C -5.36 -3.10 8.24
C -6.75 -3.68 8.11
O -7.75 -2.71 8.47
C -8.08 -1.84 7.53
O -7.62 -1.79 6.43
C -9.19 -0.91 8.04
F -8.94 -0.47 9.28
F -10.37 -1.54 8.07
F -9.34 0.17 7.26
H -5.20 -2.69 9.24
H -4.61 -3.85 8.04
H -5.22 -2.27 7.54
H -6.86 -4.51 8.80
H -6.93 -4.07 7.11
```

Mulliken atomic charge list, values in e, 5 entries: -0.69 -0.51 0.49 -0.51 -0.75